Molecular formula: C2H5O2
Method: DFT, ωB97M-V with the def2-TZVPD basis set

Last column: Mulliken charge in e.
Element x y z (Å)
O 1.48 1.39 2.15  -0.73
H 1.48 0.44 2.30  0.28
O -0.17 0.81 0.07  -0.76
C -0.44 0.10 -0.94  -0.04
C -0.70 -1.26 -1.02  -0.91
H -0.40 0.56 -1.95  0.28
H -0.79 -1.89 -0.14  0.25
H -1.40 -1.56 -1.79  0.16
H 0.93 1.41 1.32  0.47

The total energy is -6250.1080 eV. As for the net charge: -1. For the LUMO energy, the calculation gives 4.64 eV. The largest force on an atom is 0.0153 Eh/bohr. The value obtained for the HOMO-LUMO gap is 7.23 eV.